# C35H86Cl3N7O12

A 8-piece molecular cluster, C35H86Cl3N7O12 overall in a non-equilibrium geometry (the ωB97M-V functional and the def2-TZVPD basis, the Open Molecules 2025 dataset).

CARTESIAN COORDINATES (ANGSTROEM)
C -0.17 -3.82 -2.76
O -1.42 -4.35 -3.14
C -1.88 -3.92 -4.40
C -2.89 -5.00 -4.88
N -2.31 -6.06 -5.67
C -3.28 -7.00 -6.24
C -2.67 -8.32 -6.63
O -2.38 -9.16 -5.55
C -1.57 -10.27 -5.89
H 0.57 -4.05 -3.54
H 0.13 -4.29 -1.83
H -0.11 -2.73 -2.67
H -1.07 -3.76 -5.11
H -2.39 -2.96 -4.27
H -3.79 -4.50 -5.27
H -3.38 -5.42 -3.99
H -1.77 -6.61 -5.00
H -3.73 -6.57 -7.13
H -4.03 -7.25 -5.48
H -1.80 -8.13 -7.28
H -3.36 -8.81 -7.34
H -0.54 -9.94 -5.89
H -1.87 -10.60 -6.90
H -1.83 -11.19 -5.36
C 5.33 4.06 7.31
O 4.36 3.08 6.95
C 3.45 2.72 7.96
C 2.08 2.42 7.36
N 2.09 1.56 6.19
C 0.95 1.70 5.28
C 1.41 2.44 4.02
O 2.38 1.73 3.27
C 1.81 0.67 2.52
H 6.24 3.61 7.72
H 4.88 4.76 8.01
H 5.67 4.49 6.37
H 3.30 3.55 8.66
H 3.84 1.86 8.51
H 1.54 3.36 7.17
H 1.50 1.92 8.15
H 2.95 1.58 5.66
H 0.21 2.35 5.74
H 0.53 0.73 5.05
H 1.89 3.41 4.18
H 0.54 2.76 3.42
H 0.91 1.02 2.00
H 1.69 -0.24 3.11
H 2.43 0.28 1.70
C 5.16 9.03 2.25
O 4.89 7.69 1.95
C 3.89 7.45 0.98
C 4.21 6.22 0.13
N 4.26 4.97 0.87
C 2.96 4.48 1.34
C 1.96 4.14 0.26
O 0.63 3.97 0.76
C -0.29 3.90 -0.30
H 4.33 9.40 2.87
H 5.44 9.59 1.35
H 5.98 9.10 2.97
H 3.91 8.27 0.24
H 2.93 7.44 1.51
H 5.13 6.52 -0.38
H 3.52 6.17 -0.71
H 4.81 5.09 1.71
H 2.52 5.05 2.17
H 3.22 3.52 1.81
H 2.20 3.16 -0.16
H 1.96 4.93 -0.50
H -1.24 3.79 0.22
H -0.06 3.05 -0.96
H -0.38 4.73 -1.01
C -4.71 -0.65 -4.54
O -5.78 -1.55 -4.75
C -7.04 -0.99 -4.28
C -7.05 -1.01 -2.75
N -7.38 -2.37 -2.22
C -6.40 -3.42 -2.49
C -5.18 -3.53 -1.56
O -5.59 -3.37 -0.20
C -4.93 -2.35 0.53
H -4.64 0.15 -5.28
H -3.77 -1.19 -4.43
H -4.79 -0.14 -3.57
H -7.76 -1.63 -4.79
H -7.15 0.05 -4.57
H -7.79 -0.33 -2.33
H -6.10 -0.84 -2.24
H -7.25 -2.30 -1.20
H -5.99 -3.47 -3.50
H -7.02 -4.32 -2.42
H -4.44 -2.77 -1.83
H -4.71 -4.50 -1.71
H -3.85 -2.50 0.65
H -5.38 -2.49 1.51
H -5.09 -1.29 0.29
C 2.56 -1.75 -3.73
O 2.73 -1.38 -2.38
C 2.53 -0.02 -2.09
C 3.57 0.54 -1.15
N 4.68 1.15 -1.90
C 5.72 1.52 -0.94
C 6.87 2.27 -1.59
O 7.82 1.44 -2.21
C 8.72 2.08 -3.08
H 2.95 -0.97 -4.41
H 1.48 -1.59 -3.91
H 2.91 -2.71 -4.07
H 1.52 0.19 -1.73
H 2.60 0.55 -3.03
H 3.97 -0.28 -0.54
H 3.18 1.25 -0.41
H 4.95 0.51 -2.63
H 6.12 0.60 -0.50
H 5.39 2.15 -0.12
H 7.42 2.76 -0.76
H 6.50 3.10 -2.19
H 9.54 2.52 -2.50
H 8.33 2.83 -3.78
H 9.17 1.33 -3.72
Cl -1.83 0.55 1.17
C -1.35 -0.15 -0.34
Cl -2.56 0.29 -1.59
Cl -1.27 -1.91 -0.07
H -0.38 0.11 -0.74
C -5.50 1.27 5.04
C -4.61 0.53 4.04
N -5.09 0.47 2.78
O -3.55 0.01 4.30
H -6.01 0.55 5.68
H -6.38 1.79 4.68
H -4.79 1.90 5.58
H -4.42 0.05 2.15
H -5.88 0.94 2.39
C -0.81 -1.46 4.48
C -1.79 -2.62 4.30
N -2.44 -3.04 5.39
O -1.84 -3.35 3.29
H -1.00 -0.73 3.69
H 0.22 -1.82 4.46
H -0.92 -1.09 5.50
H -2.96 -2.37 5.93
H -2.64 -4.02 5.47

SMILES string ... COCCNCCOC.COCCNCCOC.COCCNCCOC.COCCNCCOC.COCCNCCOC.ClC(Cl)Cl.CC(N)=O.CC(N)=O
Orbital gap ... 8.53 eV
Charge ... 0
2S+1 ... 1

# C21H21FN2O5S

One molecule with the formula C21H21FN2O5S in a non-equilibrium geometry (the ωB97M-V functional and the def2-TZVPD basis, the Open Molecules 2025 dataset).

CARTESIAN COORDINATES (ANGSTROEM)
C 1.90 4.68 -4.46
O 1.77 4.35 -3.10
C 0.96 3.33 -2.74
C 0.20 2.57 -3.63
C -0.61 1.55 -3.15
C -0.66 1.27 -1.79
C -1.50 0.21 -1.29
N -1.53 -0.24 -0.06
C -2.48 -1.23 -0.05
C -2.75 -2.03 1.16
S -1.76 -3.58 1.07
O -1.92 -4.28 2.31
O -2.15 -4.26 -0.14
C -0.02 -3.07 0.84
C 0.53 -2.31 2.03
O 1.24 -2.83 2.86
N 0.15 -1.02 2.07
C 0.66 -0.11 3.07
C 1.55 0.95 2.46
C 1.50 2.26 2.89
C 2.32 3.23 2.33
C 3.21 2.89 1.33
C 3.25 1.57 0.90
F 4.10 1.23 -0.08
C 2.45 0.60 1.45
C -2.99 -1.36 -1.31
C -3.98 -2.29 -1.89
O -2.36 -0.44 -2.09
C 0.10 2.04 -0.90
C 0.89 3.05 -1.37
H 0.95 4.99 -4.89
H 2.30 3.84 -5.04
H 2.61 5.50 -4.50
H 0.22 2.76 -4.69
H -1.19 0.96 -3.84
H -2.47 -1.52 2.07
H -3.78 -2.37 1.20
H -0.01 -2.49 -0.08
H 0.52 -4.00 0.71
H -0.38 -0.60 1.30
H -0.17 0.36 3.60
H 1.24 -0.72 3.78
H 0.81 2.54 3.67
H 2.27 4.25 2.68
H 3.86 3.62 0.88
H 2.52 -0.42 1.11
H -3.68 -3.32 -1.67
H -4.04 -2.15 -2.97
H -4.97 -2.12 -1.46
H 0.05 1.83 0.15
H 1.48 3.65 -0.70

SMILES string ... COc1ccc(-c2nc(CS(=O)(=O)CC(=O)NCc3cccc(F)c3)c(C)o2)cc1
Orbital gap ... 8.67 eV
Charge ... 0
2S+1 ... 1

# C26H42N2O8PS2Sn

C26H42N2O8PS2Sn as an isolated structure in a non-equilibrium geometry (the ωB97M-V functional and the def2-TZVPD basis, the Open Molecules 2025 dataset).

CARTESIAN COORDINATES (ANGSTROEM)
Sn 0.10 1.00 -0.54
C 2.97 1.15 -4.90
O 1.96 2.15 -4.64
C 1.27 2.08 -3.55
O 1.32 1.22 -2.67
N 0.45 3.14 -3.36
N 0.25 3.33 -1.05
H 3.43 1.45 -5.84
H 2.53 0.17 -4.99
H 3.71 1.16 -4.10
H 0.31 3.88 -4.03
H 1.08 3.87 -1.27
H -0.40 3.97 -0.60
O -0.63 1.33 1.88
S -0.67 0.73 3.20
C -2.33 0.18 3.61
C -3.38 1.12 3.04
C -3.58 0.93 1.52
C -3.51 2.25 0.73
S -2.42 2.22 -0.74
O -0.41 3.06 -2.32
C -3.38 1.27 -1.91
C -4.55 1.82 -2.41
C -5.29 1.11 -3.34
C -4.85 -0.13 -3.79
C -3.67 -0.67 -3.28
C -2.94 0.02 -2.33
C 0.09 1.79 4.36
C -0.15 1.64 5.72
C 0.45 2.53 6.60
C 1.28 3.54 6.12
C 1.50 3.67 4.75
C 0.91 2.80 3.85
H -2.37 0.11 4.70
H -2.40 -0.83 3.19
H -3.12 2.15 3.28
H -4.31 0.92 3.57
H -4.55 0.46 1.34
H -2.83 0.25 1.12
H -3.11 3.06 1.33
H -4.49 2.56 0.35
H -4.87 2.80 -2.09
H -6.21 1.53 -3.73
H -5.41 -0.68 -4.53
H -3.33 -1.64 -3.63
H -2.04 -0.42 -1.91
H -0.79 0.85 6.10
H 0.26 2.43 7.66
H 1.74 4.22 6.81
H 2.14 4.47 4.38
H 1.07 2.89 2.79
C 4.11 1.03 1.18
C 3.58 -0.38 1.43
C 3.58 -1.19 0.15
C 4.35 -1.07 2.54
O 2.16 -0.15 1.90
P 1.00 -1.20 1.88
O 0.12 -0.62 3.21
O 0.13 -1.05 0.69
O 1.51 -2.53 2.37
C 0.93 -3.93 2.39
C -0.57 -3.84 2.61
C 1.26 -4.57 1.06
C 1.64 -4.60 3.55
H 5.15 0.97 0.88
H 4.04 1.64 2.08
H 3.54 1.51 0.37
H 4.61 -1.38 -0.16
H 3.07 -0.66 -0.66
H 3.09 -2.16 0.29
H 5.40 -1.15 2.26
H 3.97 -2.07 2.72
H 4.30 -0.50 3.47
H -1.04 -3.27 1.81
H -0.80 -3.38 3.57
H -1.00 -4.84 2.61
H 0.81 -4.01 0.24
H 0.88 -5.59 1.04
H 2.34 -4.62 0.91
H 1.38 -4.11 4.49
H 2.72 -4.56 3.42
H 1.34 -5.65 3.61

Orbital gap ... 7.66 eV
Charge ... +3
2S+1 ... 1